Molecular formula: C38H65CuF9N4O2P
Method: DFT, ωB97M-V/def2-TZVPD

Results
HOMO energy: -10.170 eV
Orbital gap: 1.8 eV
Net charge: +2

XYZ file:
```
120
C38H65CuF9N4O2P ωB97M-V/def2-TZVPD
C -0.582 -5.949 6.825
C 0.598 -5.661 7.743
C 1.658 -4.781 7.097
N 2.872 -4.446 7.977
C 3.669 -5.722 8.431
C 4.284 -6.419 7.146
C 5.359 -5.485 6.451
C 4.606 -4.200 6.126
C 3.902 -3.484 7.320
C 2.418 -3.549 9.139
H -0.227 -6.342 5.873
H -1.089 -5.066 6.436
H -1.230 -6.677 7.313
H 0.961 -6.670 7.937
H 0.238 -5.295 8.705
H 1.246 -3.856 6.693
H 2.012 -5.344 6.233
H 2.975 -6.245 9.089
H 4.457 -5.437 9.127
H 3.509 -6.714 6.438
H 4.676 -7.372 7.501
H 5.604 -5.963 5.503
H 6.178 -5.166 7.096
H 3.825 -4.465 5.414
H 5.241 -3.430 5.688
H 3.611 -2.457 7.094
H 4.622 -3.323 8.121
H 3.311 -3.262 9.695
H 1.841 -4.165 9.829
H 1.945 -2.714 8.623
C -8.123 0.417 -4.514
C -8.084 1.626 -5.337
C -7.048 2.608 -4.919
C -7.080 3.844 -5.844
N -5.950 4.950 -5.659
C -6.049 5.501 -4.176
C -5.708 7.002 -4.173
C -5.553 7.432 -5.630
C -6.088 6.247 -6.522
C -4.445 4.362 -5.828
C -4.153 3.716 -7.171
C -2.679 3.527 -7.489
H -8.460 0.581 -3.491
H -7.180 -0.072 -4.271
H -8.845 -0.331 -4.841
H -9.047 2.132 -5.267
H -7.799 1.471 -6.378
H -6.056 2.157 -4.875
H -7.419 2.937 -3.949
H -7.989 4.445 -5.831
H -6.940 3.458 -6.854
H -5.615 4.821 -3.443
H -7.121 5.448 -3.988
H -4.895 7.142 -3.461
H -6.579 7.494 -3.741
H -4.516 7.741 -5.764
H -5.951 8.418 -5.869
H -5.576 6.199 -7.483
H -7.117 6.325 -6.873
H -4.165 3.752 -4.969
H -3.722 5.170 -5.719
H -4.642 4.211 -8.009
H -4.437 2.667 -7.082
H -2.468 3.393 -8.550
H -2.122 2.728 -7.000
H -2.186 4.484 -7.320
Cu -1.069 3.969 5.516
P -1.263 -0.119 1.315
F -0.294 0.259 2.568
F -2.205 -0.887 2.415
F -2.089 1.278 1.504
F -2.352 -0.418 0.134
F -0.358 0.685 0.208
F -0.463 -1.572 0.980
N 0.203 9.617 -0.661
C 0.630 8.978 -1.773
C 0.669 9.936 -2.816
C 0.178 11.136 -2.253
C -0.094 10.900 -0.894
H 0.174 9.253 0.281
H 0.821 7.922 -1.900
H 0.995 9.723 -3.823
H 0.051 11.988 -2.905
H -0.428 11.476 -0.044
N 5.466 -4.481 -0.902
C 6.059 -5.628 -1.124
C 7.394 -5.406 -0.950
C 7.598 -4.060 -0.737
C 6.340 -3.503 -0.674
H 4.471 -4.398 -0.749
H 5.538 -6.559 -1.289
H 8.114 -6.209 -0.996
H 8.537 -3.530 -0.798
H 6.040 -2.476 -0.526
C 6.950 6.053 0.817
C 7.111 4.905 0.040
C 8.384 4.397 -0.195
C 9.486 5.033 0.412
C 9.341 6.173 1.131
C 8.075 6.728 1.335
H 6.009 6.574 0.911
H 6.216 4.450 -0.356
H 8.641 3.515 -0.763
H 10.443 4.569 0.222
H 10.281 6.587 1.464
H 7.949 7.622 1.927
C -3.005 -7.275 -2.650
C -1.957 -7.530 -1.593
O -2.080 -8.883 -1.137
C -1.122 -9.532 -0.414
O -0.038 -9.037 -0.195
C -1.647 -10.873 0.169
F -0.651 -11.763 0.315
F -2.097 -10.697 1.380
F -2.593 -11.427 -0.611
H -2.733 -7.761 -3.587
H -3.176 -6.217 -2.846
H -4.034 -7.546 -2.413
H -2.144 -6.795 -0.810
H -0.959 -7.489 -2.028
```

Atomic partial charges in e from the Löwdin method, atoms 1 to 6: atom 1 (C): -0.09, atom 2 (C): -0.24, atom 3 (C): -0.12, atom 4 (N): -0.24, atom 5 (C): -0.05, atom 6 (C): -0.12

=====

Molecular formula: C6H8N5OP
Method: DFT, ωB97M-V/def2-TZVPD

Results
HOMO energy (alpha / beta): -5.202 / -8.904 eV
Orbital gap (alpha / beta): 5.8 / 6.0 eV
2S+1: 3

XYZ file:
```
21
C6H8N5OP ωB97M-V/def2-TZVPD
C 3.380 0.377 -0.355
C 2.482 1.468 -0.499
C 2.874 -0.851 -0.008
C 1.129 1.361 -0.276
C 1.511 -1.082 -0.164
C 0.626 0.064 -0.294
N 0.730 -2.184 0.005
N -0.528 -1.852 0.061
N -0.621 -0.479 -0.118
N -3.362 -1.156 -0.338
N -2.679 0.614 1.387
O -2.774 1.402 -1.177
P -2.564 0.277 -0.220
H 4.489 0.402 -0.335
H 2.783 2.434 -0.615
H 3.486 -1.593 0.266
H 0.352 2.071 -0.207
H -3.262 -1.696 0.512
H -3.140 -1.693 -1.143
H -1.852 0.579 1.928
H -3.058 1.539 1.590
```

Atomic partial charges in e from the Löwdin method, atoms 1 to 6: atom 1 (C): -0.06, atom 2 (C): -0.08, atom 3 (C): -0.03, atom 4 (C): -0.02, atom 5 (C): -0.23, atom 6 (C): -0.22

=====

Molecular formula: C4H8O2
Method: DFT, ωB97M-V/def2-TZVPD

Results
HOMO energy: -8.211 eV
Orbital gap: 9.2 eV
Relative energy (zero: lowest compared OMol25 entry of this formula, charge and spin): 3.9302 eV

XYZ file:
```
14
C4H8O2 ωB97M-V/def2-TZVPD
C 1.613 -0.985 0.675
C 0.294 0.773 0.472
O 0.437 1.950 -0.126
C 0.378 -0.446 -0.078
C -2.437 -0.028 -0.686
O -2.023 0.805 -1.456
H 2.083 -1.654 -0.034
H 2.360 -0.189 0.869
H 1.409 -1.471 1.630
H 0.262 0.859 1.557
H 0.560 1.759 -1.067
H 0.349 -0.531 -1.171
H -2.622 0.186 0.384
H -2.685 -1.058 -1.009
```

Atomic partial charges in e from the Löwdin method, atoms 1 to 6: atom 1 (C): -0.12, atom 2 (C): -0.30, atom 3 (O): 0.07, atom 4 (C): -0.18, atom 5 (C): -0.16, atom 6 (O): -0.03

=====

Molecular formula: C29H20Br2CrNO2P
Method: DFT, ωB97M-V/def2-TZVPD

Results
HOMO energy (alpha / beta): -7.400 / -7.589 eV
Orbital gap (alpha / beta): 7.3 / 7.4 eV
Relative energy (zero: lowest compared OMol25 entry of this formula, charge and spin): 0.0000 eV
2S+1: 5

XYZ file:
```
56
C29H20Br2CrNO2P ωB97M-V/def2-TZVPD
Cr 0.666 0.862 0.929
C -1.386 -0.742 3.164
C -1.618 0.735 3.123
C -2.632 1.335 3.898
C -2.835 2.682 3.848
C -2.044 3.483 2.999
C -2.174 4.883 2.828
Br -3.473 5.849 3.817
C -1.378 5.551 1.945
C -0.417 4.865 1.185
Br 0.640 5.831 -0.044
C -0.220 3.501 1.298
O 0.647 2.813 0.618
C -1.058 2.818 2.245
N -0.849 1.470 2.339
H -2.066 -1.223 3.866
H -0.357 -0.951 3.455
H -1.545 -1.173 2.172
H -3.241 0.709 4.535
H -3.608 3.147 4.446
H -1.486 6.618 1.816
O 1.856 -0.968 2.875
C 1.638 -0.911 1.670
C 2.318 -1.948 0.794
C 3.051 -3.000 1.327
C 3.679 -3.907 0.487
C 3.582 -3.764 -0.893
C 2.844 -2.723 -1.438
C 2.206 -1.824 -0.592
P 1.167 -0.439 -1.123
C -0.536 -1.086 -0.896
C -1.580 -0.171 -1.059
C -2.893 -0.554 -0.840
C -3.179 -1.859 -0.458
C -2.148 -2.775 -0.301
C -0.831 -2.392 -0.517
C 1.325 -0.305 -2.926
C 0.627 -1.146 -3.791
C 0.797 -1.027 -5.162
C 1.663 -0.071 -5.675
C 2.358 0.771 -4.818
C 2.186 0.658 -3.447
H 3.126 -3.077 2.405
H 4.256 -4.724 0.902
H 4.083 -4.467 -1.546
H 2.766 -2.612 -2.513
H -1.359 0.850 -1.359
H -3.693 0.165 -0.963
H -4.204 -2.161 -0.283
H -2.368 -3.792 -0.004
H -0.031 -3.109 -0.375
H -0.055 -1.887 -3.392
H 0.251 -1.680 -5.831
H 1.792 0.022 -6.746
H 3.025 1.523 -5.218
H 2.715 1.325 -2.775
```

Atomic partial charges in e from the Löwdin method, atoms 1 to 6: atom 1 (Cr): 0.70, atom 2 (C): -0.01, atom 3 (C): -0.28, atom 4 (C): 0.00, atom 5 (C): -0.01, atom 6 (C): -0.19